342
Properties=species:S:1:pos:R:3:forces:R:3:lowdin_charge:R:1 method="wB97M-V/def2-TZVPD" smiles=CC1(C)CCCC(C)(C)N1O.CC1(C)CCCC(C)(C)N1O.CC1(C)CCCC(C)(C)N1O.CC1(C)CCCC(C)(C)N1O.CC1(C)CCCC(C)(C)N1O.CC1(C)CCCC(C)(C)N1O.CC1(C)CCCC(C)(C)N1O.CC1(C)CCCC(C)(C)N1O.CC1(C)CCCC(C)(C)N1O.CC1(C)CCCC(C)(C)N1O.CC1(C)CCCC(C)(C)N1O.CC(C)O energy_ha=-5521.0737 e_above_lowest_kj_mol=304.4 homo_lumo_gap_ev=8.2
C 3.58455 -7.16990 3.98159 0.52 0.40 -0.56 -0.023
C 3.73072 -6.72230 2.49551 0.94 -0.99 -1.31 -0.480
C 4.72730 -7.69167 1.69895 -0.31 1.17 1.44 -0.021
C 2.38752 -6.86485 1.78799 -1.29 0.02 0.06 -0.137
C 1.36713 -5.71673 1.97137 1.91 -0.25 -0.89 -0.140
C 2.07142 -4.38673 1.58008 -0.67 -1.77 0.62 -0.120
C 3.38944 -4.19176 2.33154 -1.98 -1.71 3.24 -0.512
C 3.99917 -3.08050 1.68558 2.44 2.13 -0.96 -0.066
C 3.03788 -3.84767 3.83383 0.07 -0.19 -0.05 0.007
N 4.27521 -5.38835 2.29229 -1.37 0.47 -1.55 -0.101
O 5.59099 -5.19579 2.78797 -0.83 0.05 0.31 0.005
H 3.61320 -8.24776 4.14124 -0.16 -0.10 -0.41 0.083
H 4.44388 -6.77908 4.52648 -0.18 0.22 0.23 0.083
H 2.64032 -6.78777 4.36955 0.17 -0.01 0.28 0.064
H 5.12943 -7.26232 0.78132 -0.41 0.39 -0.12 0.063
H 5.57066 -7.70386 2.38938 0.26 -1.04 -0.19 0.076
H 4.26279 -8.63917 1.42588 0.24 -0.15 0.58 0.077
H 2.43612 -7.09630 0.72395 0.43 0.06 0.01 0.095
H 1.97454 -7.75613 2.26040 -0.23 -0.26 -0.25 0.121
H 0.52418 -5.83055 1.28977 -0.22 -0.36 0.36 0.099
H 1.09645 -5.80881 3.02321 -0.52 0.83 -0.01 0.101
H 1.30378 -3.63498 1.76366 0.59 0.67 0.31 0.099
H 2.33430 -4.28954 0.52673 -0.37 -0.65 -0.35 0.105
H 4.92544 -2.84506 2.20968 0.00 0.61 0.05 0.085
H 3.31041 -2.23702 1.63800 0.22 0.21 0.13 0.095
H 4.31853 -3.33663 0.67538 -0.19 -0.02 -0.25 0.087
H 2.78645 -4.72406 4.43118 0.45 -0.24 -0.20 0.061
H 2.13742 -3.25621 3.99951 0.06 0.60 -0.56 0.068
H 3.88354 -3.33968 4.29739 0.00 -0.09 0.13 0.071
H 6.10942 -5.26213 1.98272 0.27 0.05 -0.04 0.101
C 1.64444 -1.84703 -5.80690 -0.20 1.02 -1.29 -0.022
C 1.87590 -0.73210 -4.66919 -0.21 -2.47 -2.10 -0.460
C 0.88806 0.41006 -4.88806 -0.82 -0.33 0.66 -0.027
C 1.61444 -1.52800 -3.38443 -0.64 0.47 0.90 -0.138
C 2.11195 -0.87477 -2.10674 0.64 0.45 -0.86 -0.162
C 3.61312 -0.64822 -2.26871 -1.18 -0.65 -0.02 -0.121
C 3.99704 0.09673 -3.56195 0.14 2.11 0.32 -0.474
C 3.75699 1.63411 -3.41575 0.62 0.10 0.46 -0.018
C 5.47039 -0.18081 -3.75226 1.42 0.35 -1.73 -0.047
N 3.27966 -0.40063 -4.74204 0.36 -1.88 1.69 -0.135
O 3.70227 0.11369 -5.95539 -0.16 0.30 0.14 0.024
H 0.62333 -2.17555 -6.00052 -0.23 -0.20 1.19 0.055
H 1.77596 -1.49018 -6.82840 0.65 0.96 -0.03 0.070
H 2.33042 -2.69372 -5.83217 -0.01 -0.04 0.88 0.080
H 0.82941 0.98086 -3.96132 0.12 0.63 -0.26 0.071
H 0.97816 1.00220 -5.79874 0.68 0.27 0.16 0.088
H -0.12415 0.02257 -5.00370 -0.05 -0.45 0.09 0.075
H 0.54367 -1.70330 -3.28040 -0.19 -0.08 -0.35 0.094
H 2.09599 -2.50217 -3.46928 0.06 -0.02 -0.09 0.109
H 1.72724 0.12979 -1.93079 -0.61 0.15 -0.28 0.095
H 1.88056 -1.40198 -1.18120 0.08 -0.45 -0.22 0.095
H 4.14281 -1.59639 -2.36088 -0.06 -0.16 0.55 0.096
H 3.79225 -0.15035 -1.31575 1.38 0.37 -0.41 0.107
H 2.71050 1.92591 -3.50416 0.00 -0.09 0.21 0.053
H 4.33429 2.26750 -4.08929 -0.06 -0.38 -0.72 0.076
H 4.17301 1.99304 -2.47437 -0.37 -0.16 0.48 0.080
H 5.91218 0.40231 -4.56028 -0.47 0.44 -0.37 0.076
H 5.62089 -1.17604 -4.17055 -0.08 -0.40 0.64 0.088
H 6.20096 0.06058 -2.98019 -0.67 -0.37 0.78 0.092
H 3.15516 0.89617 -6.05532 0.03 0.70 -0.47 0.084
C -0.50673 -7.24671 -2.75505 -0.17 0.80 0.35 -0.017
C -0.65911 -5.71447 -2.99494 0.86 0.46 1.13 -0.447
C 0.42033 -4.84622 -2.21718 -0.71 -0.64 0.03 0.007
C -0.42243 -5.45147 -4.46648 -0.53 0.34 -0.87 -0.151
C -0.93894 -4.12363 -4.98559 -0.53 -0.31 0.50 -0.192
C -2.43748 -3.99909 -4.73082 0.25 -0.38 0.34 -0.118
C -2.82068 -4.22007 -3.21961 0.51 0.42 -0.57 -0.458
C -2.61954 -2.87785 -2.50868 0.13 -0.13 1.28 -0.041
C -4.33443 -4.50773 -3.16137 0.51 0.27 -0.83 -0.037
N -2.05517 -5.36156 -2.60116 0.19 0.75 -3.92 -0.131
O -2.31672 -5.47893 -1.27339 -0.13 -0.10 1.57 -0.007
H -1.45118 -7.70177 -3.05341 0.14 -0.14 -0.38 0.082
H 0.33650 -7.63600 -3.32560 -0.03 -0.08 0.04 0.073
H -0.38833 -7.51383 -1.70494 0.24 0.21 0.09 0.074
H 0.23507 -4.96720 -1.14987 0.03 0.28 0.10 0.068
H 1.46117 -5.11213 -2.40173 -0.11 -0.61 -0.16 0.053
H 0.37570 -3.79793 -2.51248 -0.43 0.03 0.19 0.046
H 0.63479 -5.43668 -4.73138 0.20 -0.56 0.46 0.110
H -0.90826 -6.21377 -5.07556 0.00 -0.33 0.02 0.125
H -0.41092 -3.30144 -4.50260 0.01 0.05 -0.10 0.073
H -0.71217 -4.11701 -6.05172 -0.11 0.38 -0.07 0.114
H -2.99197 -4.68393 -5.37241 0.06 -0.37 0.05 0.113
H -2.74111 -3.01068 -5.07573 -0.31 0.18 0.40 0.114
H -2.81878 -3.05568 -1.45190 -0.05 0.08 0.24 0.075
H -3.33386 -2.11325 -2.81402 0.03 -0.07 -0.32 0.074
H -1.61375 -2.45804 -2.52404 0.17 -0.13 -0.41 0.062
H -4.74274 -4.66610 -2.16323 0.09 0.02 -0.02 0.072
H -4.60158 -5.30516 -3.85479 0.05 -0.36 0.31 0.083
H -4.76875 -3.61425 -3.60988 -0.43 0.07 0.27 0.077
H -3.05283 -6.09508 -1.28369 -0.07 -0.24 0.52 0.108
C 1.36713 9.68483 6.33565 1.03 -0.74 -0.68 -0.020
C 2.68303 8.83367 5.91859 -0.97 0.04 0.59 -0.417
C 3.77527 9.81447 5.42521 -0.46 -0.29 0.03 -0.046
C 3.20521 8.06258 7.24240 -1.89 1.17 0.05 -0.092
C 2.31270 6.86792 7.68577 0.48 0.75 0.38 -0.195
C 2.25001 5.97016 6.53309 0.25 -0.89 -1.33 -0.184
C 1.67907 6.59881 5.24672 0.58 -0.68 -0.11 -0.487
C 2.07544 5.60458 4.15247 -0.10 -0.33 -0.22 -0.042
C 0.17928 6.70347 5.36431 -1.35 0.01 -0.41 -0.028
N 2.39675 7.83185 4.85484 1.54 -1.01 4.64 -0.169
O 1.90186 8.32297 3.70948 -0.62 1.07 -2.04 0.002
H 0.87854 10.06218 5.43733 0.06 -0.09 -0.15 0.073
H 0.63681 9.07322 6.86543 0.17 0.02 0.08 0.052
H 1.61602 10.56001 6.93584 0.19 -0.12 0.15 0.070
H 3.96331 10.59130 6.16634 0.22 -0.26 0.28 0.077
H 4.67920 9.25906 5.17512 0.12 0.06 0.20 0.079
H 3.49712 10.37977 4.53574 -0.37 -0.27 -0.15 0.073
H 4.26055 7.79028 7.25759 -0.06 -0.01 -0.45 0.113
H 3.03326 8.84592 7.98058 0.56 0.11 0.29 0.101
H 2.72105 6.30798 8.52709 0.47 0.27 0.15 0.112
H 1.31735 7.12836 8.04572 -0.09 0.54 -0.25 0.106
H 1.73911 5.02758 6.72963 -0.50 0.08 -0.01 0.125
H 3.25962 5.62477 6.31061 0.36 0.15 -0.14 0.119
H 3.13469 5.75553 3.94436 0.09 0.00 -0.08 0.092
H 1.51376 5.72357 3.22594 -0.09 -0.01 0.02 0.076
H 1.98923 4.57330 4.49471 -0.31 -0.02 -0.12 0.063
H -0.24438 7.26304 6.19827 0.47 0.07 0.23 0.071
H -0.26765 5.71086 5.41981 0.20 -0.25 0.10 0.079
H -0.29550 7.12686 4.47920 0.29 0.21 -0.22 0.073
H 2.56745 7.96372 3.11826 -0.27 0.40 -0.86 0.111
C 3.61891 7.74285 -3.03100 -1.11 -0.10 0.41 -0.021
C 2.64593 7.67737 -4.24211 -0.26 0.31 -0.64 -0.493
C 2.28596 9.12048 -4.52321 -0.50 0.90 -0.10 -0.067
C 3.24289 7.13942 -5.57806 -0.19 0.20 0.80 -0.143
C 3.51605 5.67533 -5.54603 0.66 0.02 -0.12 -0.218
C 2.27850 4.89959 -5.21556 -0.76 0.60 1.04 -0.118
C 1.39326 5.49150 -4.02555 1.33 -1.04 0.17 -0.461
C 0.02551 4.83182 -4.13482 -0.76 1.27 -1.04 -0.047
C 2.01252 5.04260 -2.70923 -0.15 -0.80 0.87 -0.041
N 1.34246 6.98326 -4.06030 0.39 -1.35 -1.66 -0.098
O 0.56650 7.47126 -2.98881 0.32 -0.06 0.28 -0.020
H 2.92328 8.02846 -2.24193 0.12 -0.12 0.48 0.079
H 4.12784 6.84092 -2.69101 0.01 0.01 -0.40 0.067
H 4.30113 8.59200 -3.07129 0.18 -0.21 -0.46 0.081
H 1.52862 9.22061 -5.30071 0.30 -0.28 -0.50 0.087
H 1.78992 9.64386 -3.70583 0.42 -0.18 0.53 0.081
H 3.19228 9.66487 -4.78843 -0.14 0.16 -0.12 0.088
H 2.54285 7.29954 -6.39806 0.03 0.68 0.01 0.125
H 4.20596 7.63572 -5.69759 -0.20 0.43 -0.45 0.125
H 3.79349 5.33043 -6.54211 0.50 0.10 -0.04 0.116
H 4.38951 5.58675 -4.90002 -0.12 -0.84 0.32 0.113
H 2.56830 3.87525 -4.98138 -0.37 -0.15 0.20 0.096
H 1.69253 4.88007 -6.13444 -0.35 -0.03 0.04 0.118
H 0.02043 3.75920 -4.32859 0.46 -0.10 0.60 0.078
H -0.44170 5.21964 -5.04003 -0.19 0.27 -0.19 0.076
H -0.64151 5.12291 -3.32337 0.12 -0.32 0.25 0.073
H 1.63271 4.07008 -2.39610 -0.06 -0.41 -0.35 0.071
H 1.66481 5.65670 -1.87852 0.40 0.43 -0.07 0.081
H 3.09492 4.91656 -2.73408 0.02 0.42 0.08 0.075
H -0.15050 7.90583 -3.45643 -0.15 0.11 0.11 0.107
C -0.86085 4.97858 0.23257 0.78 0.38 1.14 -0.020
C -2.00750 4.95143 1.26145 -1.56 0.63 -1.79 -0.479
C -2.24906 6.37855 1.77443 0.42 0.08 0.97 -0.015
C -3.28401 4.55835 0.43236 -1.05 0.94 0.04 -0.119
C -4.56511 4.17156 1.26128 2.08 0.06 -1.91 -0.166
C -4.11515 3.12274 2.22091 -0.44 0.00 0.32 -0.158
C -2.94498 3.52929 3.12981 0.64 -1.78 2.03 -0.441
C -3.40375 4.51933 4.22164 0.75 0.90 -0.40 -0.014
C -2.44800 2.18971 3.87130 -0.23 0.87 -0.50 -0.022
N -1.80652 3.95337 2.30023 0.41 -1.15 -1.02 -0.097
O -0.62404 4.17530 3.06248 -1.06 1.18 0.68 -0.011
H -1.08111 5.62820 -0.61454 -0.27 -0.20 -0.06 0.085
H -0.01347 5.44968 0.73068 0.28 0.08 -0.02 0.083
H -0.48698 4.00534 -0.08542 -0.42 -0.09 -0.13 0.069
H -2.24787 7.15382 1.00823 -0.03 -0.27 -0.24 0.091
H -3.17067 6.46239 2.35035 -0.17 -0.08 -0.23 0.071
H -1.46852 6.64076 2.48865 0.24 0.04 -0.01 0.070
H -3.56687 5.35744 -0.25288 0.22 1.00 0.46 0.104
H -3.06677 3.88261 -0.39485 0.24 -1.18 0.72 0.080
H -5.10388 4.96953 1.77223 0.41 0.37 -0.16 0.109
H -5.25993 3.73897 0.54144 -0.26 -0.06 0.07 0.098
H -3.80729 2.22559 1.68384 -0.21 -0.17 -0.05 0.119
H -5.06705 2.99048 2.73521 0.50 -1.01 1.05 0.127
H -4.15926 5.17022 3.78160 -0.48 -0.14 0.55 0.066
H -2.61891 5.21706 4.51369 0.45 -0.06 -0.31 0.069
H -3.64851 4.08354 5.19029 -0.67 -0.36 -0.40 0.087
H -1.65993 2.36091 4.60460 -0.01 0.36 -0.06 0.080
H -2.03496 1.48980 3.14492 -0.04 0.05 -0.19 0.043
H -3.25289 1.67399 4.39502 -0.26 0.20 -0.12 0.084
H 0.10059 3.71749 2.63013 0.10 -0.27 -0.28 0.063
C 5.53941 2.76201 2.93055 0.05 1.38 1.73 -0.045
C 4.73145 1.54834 2.54213 1.01 0.26 1.72 -0.498
C 4.52748 1.68388 1.07300 -1.50 -0.56 -1.62 -0.043
C 5.61608 0.30754 2.87397 -0.20 0.47 -1.86 -0.133
C 5.64792 -0.13997 4.26192 0.30 -0.03 2.91 -0.217
C 4.29471 -0.28482 4.91689 -0.36 1.05 -0.99 -0.116
C 3.40207 1.00362 4.73868 0.39 -0.70 -0.11 -0.460
C 1.96185 0.57363 5.01572 -0.31 0.03 -0.16 -0.041
C 3.80931 2.06240 5.78407 -0.25 0.39 -0.06 -0.026
N 3.47819 1.48091 3.33776 0.44 -1.69 -1.17 -0.081
O 2.64452 2.57319 3.04453 0.48 0.25 0.54 -0.018
H 6.54388 2.86391 2.51974 -0.04 -0.36 -0.20 0.093
H 5.02958 3.70991 2.75836 -0.29 -0.08 -0.49 0.081
H 5.59786 2.77141 4.01894 0.59 -0.09 0.16 0.069
H 5.31693 1.27106 0.44495 0.34 -0.09 0.36 0.090
H 3.62139 1.15638 0.77494 -0.19 -0.38 -0.08 0.066
H 4.35227 2.69461 0.70446 0.13 0.22 0.43 0.087
H 5.32610 -0.51959 2.22599 -0.08 -0.05 -0.18 0.104
H 6.62307 0.62878 2.60775 0.09 -0.30 -0.38 0.121
H 6.11446 -1.10752 4.44705 0.38 -0.15 -0.66 0.118
H 6.24130 0.51936 4.89538 0.21 0.42 -0.12 0.110
H 4.41582 -0.46870 5.98442 -0.18 -0.16 0.00 0.127
H 3.89844 -1.16438 4.40950 -0.88 0.11 0.27 0.088
H 1.62714 -0.31311 4.47743 0.63 -0.21 -0.14 0.050
H 1.23122 1.31899 4.70152 0.07 0.41 0.42 0.084
H 1.88173 0.35126 6.07978 -0.29 0.10 0.02 0.090
H 3.50141 3.04600 5.42938 -0.01 0.10 -0.05 0.064
H 4.87226 2.11834 6.01884 0.09 -0.19 -0.21 0.075
H 3.28258 1.90792 6.72576 0.02 -0.15 0.05 0.079
H 1.94669 2.16878 2.52387 -0.51 0.16 -0.12 0.047
C -3.06520 3.83690 -6.00064 0.15 -0.26 0.69 -0.017
C -3.57468 2.49474 -5.44309 -0.86 -0.01 -1.22 -0.487
C -3.72263 1.49668 -6.59174 -0.49 -0.63 -0.68 -0.049
C -2.55330 1.82930 -4.52623 -1.81 0.70 2.06 -0.118
C -2.67622 2.37572 -3.05885 0.91 0.48 -1.69 -0.168
C -4.09831 2.20799 -2.57117 1.09 -0.48 -0.07 -0.141
C -5.10323 3.00023 -3.41282 -0.97 0.41 0.14 -0.455
C -6.54421 2.62349 -2.89038 0.09 0.16 0.02 -0.024
C -4.93830 4.53344 -3.17990 -0.49 -0.48 0.70 -0.016
N -4.94524 2.66693 -4.83484 2.03 -2.65 1.83 -0.136
O -5.94613 3.06672 -5.68529 0.28 0.53 -0.08 0.018
H -2.68052 4.44407 -5.18121 -0.34 0.29 0.03 0.054
H -2.20864 3.74362 -6.66825 -0.22 -0.27 -0.32 0.089
H -3.90492 4.31373 -6.50622 0.33 0.36 -0.19 0.078
H -4.31106 1.85507 -7.43637 0.24 0.33 -0.08 0.082
H -2.76276 1.10857 -6.93248 0.28 0.53 -0.22 0.082
H -4.23276 0.57441 -6.31374 -0.25 0.13 0.61 0.085
H -2.94184 0.82071 -4.38524 0.62 -0.52 -0.46 0.112
H -1.57701 1.88733 -5.00748 -0.01 -0.14 0.29 0.099
H -1.92678 1.87803 -2.44343 -0.20 -0.01 0.19 0.087
H -2.45387 3.44274 -3.04752 0.34 0.14 0.08 0.084
H -4.05107 2.50907 -1.52464 -0.75 0.26 0.05 0.096
H -4.27757 1.13290 -2.55943 -0.60 -0.11 -0.17 0.121
H -6.57267 2.77386 -1.81118 0.16 0.25 0.14 0.067
H -6.90026 1.60050 -3.01211 0.72 -0.33 -0.41 0.070
H -7.36856 3.20609 -3.30164 0.32 0.40 -0.23 0.076
H -3.98811 4.99433 -3.44975 -0.09 -0.26 -0.48 0.069
H -5.03554 4.74453 -2.11496 -0.21 -0.01 0.18 0.067
H -5.79834 4.99806 -3.66213 0.25 0.40 -0.18 0.082
H -5.67355 3.96679 -5.87814 -0.61 0.69 -0.52 0.079
C -6.54320 -1.92343 -1.16066 -0.45 0.67 0.02 -0.040
C -7.39757 -2.31638 0.04682 -0.08 -1.26 -0.56 -0.449
C -6.84867 -3.72703 0.61547 -1.77 1.44 -0.51 -0.003
C -7.25533 -1.25138 1.11639 0.33 1.44 0.39 -0.150
C -7.97633 0.08905 0.85528 -1.82 -1.46 0.25 -0.162
C -9.49373 -0.18044 0.60412 0.56 -1.12 -1.55 -0.111
C -9.78330 -1.30154 -0.49714 0.97 0.88 -1.75 -0.446
C -11.23395 -1.80749 -0.39981 0.45 0.08 0.43 -0.043
C -9.53537 -0.67672 -1.96381 -0.21 0.22 0.77 -0.020
N -8.85662 -2.43726 -0.37082 0.92 0.29 3.30 -0.149
O -9.17182 -3.53327 -1.15552 0.26 0.24 -0.09 0.002
H -6.65422 -2.66523 -1.95154 0.26 0.07 -0.11 0.073
H -6.91107 -0.95623 -1.50315 -0.02 -0.02 -0.40 0.058
H -5.49791 -1.73120 -0.91875 0.15 -0.53 0.08 0.083
H -7.68459 -4.07501 1.22230 0.19 -0.35 0.18 0.078
H -6.69623 -4.43147 -0.20222 0.08 0.05 0.06 0.063
H -5.95746 -3.63302 1.23597 0.03 0.25 -0.19 0.065
H -7.49699 -1.58431 2.12578 -0.18 -0.35 -0.09 0.122
H -6.21007 -0.94240 1.12375 0.37 -0.50 0.26 0.108
H -8.01899 0.72498 1.73952 0.76 0.06 0.05 0.106
H -7.49410 0.61608 0.03200 -0.24 0.14 -0.07 0.092
H -9.90487 0.77894 0.29001 -0.52 -0.20 -0.20 0.111
H -10.05391 -0.53614 1.46885 0.44 0.22 0.46 0.111
H -11.33762 -2.55396 0.38768 0.26 -0.25 -0.12 0.084
H -11.53698 -2.23169 -1.35706 -0.25 0.05 0.21 0.078
H -11.89135 -1.00589 -0.06311 -0.08 0.26 -0.52 0.079
H -8.88460 0.19306 -1.87392 -0.11 0.22 -0.02 0.051
H -10.44497 -0.39053 -2.49184 -0.15 0.20 0.26 0.073
H -9.00651 -1.31945 -2.66759 -0.02 -0.46 0.22 0.062
H -8.85771 -3.28062 -2.02678 0.00 -0.23 -0.77 0.078
C -4.66561 -4.19645 4.55027 0.29 0.91 1.99 -0.025
C -3.29786 -4.28434 5.33312 0.98 -0.97 -1.11 -0.444
C -3.40468 -5.02939 6.73276 -0.46 0.97 -0.83 -0.020
C -2.32612 -5.18621 4.44807 -2.26 -0.07 0.25 -0.133
C -1.89261 -4.50541 3.16001 0.46 0.26 0.39 -0.157
C -1.15114 -3.22294 3.54751 1.11 -0.65 -0.39 -0.154
C -1.95438 -2.20826 4.33575 -0.87 -1.58 0.55 -0.448
C -0.94899 -1.17790 4.89130 -1.30 0.09 0.70 -0.033
C -3.02744 -1.49256 3.48764 1.22 -0.29 -1.29 -0.005
N -2.64767 -2.98355 5.45015 2.86 -0.90 -1.46 -0.154
O -3.15524 -2.13284 6.37273 -1.26 0.86 1.42 -0.008
H -5.23097 -5.12796 4.52271 0.31 -0.09 -0.52 0.081
H -5.26934 -3.53473 5.17136 -0.32 0.14 0.12 0.077
H -4.56014 -3.62663 3.62708 0.05 -0.77 -0.24 0.047
H -2.43601 -5.34512 7.12019 0.11 -0.03 -0.33 0.076
H -3.85150 -4.42291 7.52056 -0.17 0.26 -0.16 0.068
H -4.06375 -5.89121 6.62784 0.15 -0.13 -0.12 0.078
H -1.56119 -5.68875 5.04004 0.50 0.66 -0.05 0.111
H -3.00367 -6.00360 4.20129 0.05 -0.35 -0.27 0.108
H -1.31300 -5.21253 2.56660 0.43 0.22 0.09 0.089
H -2.72701 -4.27922 2.49614 -0.34 0.10 0.24 0.103
H -0.57978 -2.76044 2.74269 -0.74 0.39 -0.70 0.097
H -0.27452 -3.46551 4.14817 -0.14 -0.55 0.65 0.105
H -1.60156 -0.48643 5.42434 0.45 0.42 0.22 0.081
H -0.40680 -0.62426 4.12475 -0.31 -0.20 -0.26 0.054
H -0.21003 -1.57156 5.58920 -0.15 -0.32 -0.02 0.090
H -2.61018 -0.49770 3.33185 -1.10 0.42 0.21 0.044
H -4.07374 -1.63977 3.75534 0.31 0.79 0.66 0.079
H -2.99223 -1.90926 2.48105 0.04 -0.25 -0.30 0.073
H -2.67198 -2.41662 7.15217 -0.13 0.53 0.49 0.106
C 3.94413 -9.03688 -3.62351 -0.79 -0.95 -0.60 -0.049
C 4.95914 -8.39491 -2.70554 1.65 -0.92 1.32 -0.448
C 5.12539 -9.28871 -1.38064 -0.16 0.07 -0.89 -0.029
C 6.38279 -8.34675 -3.42235 -1.24 0.77 -1.50 -0.103
C 6.56622 -7.13644 -4.38685 -0.42 0.51 2.30 -0.175
C 6.11520 -5.84389 -3.68623 0.36 -0.23 0.26 -0.152
C 4.70420 -5.88196 -3.05804 -1.13 1.43 -1.33 -0.429
C 4.51226 -4.47776 -2.26429 0.14 -1.18 -1.16 -0.010
C 3.67337 -5.91819 -4.22165 -1.63 -0.37 -0.92 -0.044
N 4.56888 -7.07113 -2.20551 0.84 1.02 0.40 -0.088
O 3.25220 -7.11931 -1.63345 0.61 0.04 -0.61 -0.034
H 2.91230 -9.00186 -3.27396 0.06 0.43 0.34 0.079
H 3.92046 -8.68386 -4.65449 0.27 0.38 0.08 0.075
H 4.11651 -10.10900 -3.71808 0.39 -0.11 0.11 0.084
H 4.21558 -9.22471 -0.78377 0.02 -0.07 -0.11 0.059
H 5.32595 -10.33974 -1.58852 -0.36 -0.12 -0.51 0.076
H 5.97359 -9.04941 -0.73924 0.00 0.80 -0.20 0.070
H 7.26250 -8.40593 -2.78148 -0.40 -0.06 0.35 0.112
H 6.42521 -9.12096 -4.18845 -0.02 -0.95 0.77 0.107
H 7.64510 -7.05250 -4.51753 -0.10 0.01 -0.74 0.108
H 5.99804 -7.22993 -5.31234 0.31 -0.27 -0.07 0.101
H 6.26745 -5.07343 -4.44208 -0.68 0.51 0.23 0.120
H 6.77619 -5.57456 -2.86242 0.41 -0.25 0.04 0.112
H 3.53196 -4.27512 -1.83298 -0.02 -0.73 0.49 0.051
H 4.54209 -3.67623 -3.00237 0.46 -0.13 -0.37 0.056
H 5.33526 -4.30576 -1.57061 -0.18 -0.15 0.24 0.074
H 3.28924 -5.01643 -4.69848 0.76 0.92 0.48 0.068
H 2.70336 -6.36530 -4.00426 0.01 -0.25 1.05 0.053
H 3.88107 -6.50904 -5.11376 1.05 -0.23 0.13 0.067
H 3.45162 -6.85603 -0.73205 -0.13 0.08 0.25 0.053
C 0.74163 -0.27781 1.36013 -0.26 -0.45 -0.24 -0.021
C 0.39271 1.05515 0.66986 0.86 -1.16 0.56 -0.461
C -0.93962 0.97171 0.05053 -1.49 0.23 -1.10 -0.046
O 0.30987 2.05655 1.64563 0.72 0.46 0.80 -0.085
H 1.58276 -0.28316 2.05336 0.15 0.48 -0.07 0.067
H 0.90113 -1.10480 0.66821 0.18 0.17 -0.39 0.061
H -0.13926 -0.61552 1.90609 -0.11 0.23 0.30 0.058
H 1.15995 1.37371 -0.03580 0.13 -0.18 -0.20 0.130
H -1.29668 1.97515 -0.18123 0.08 0.18 -0.29 0.064
H -1.68265 0.60806 0.76030 0.04 -0.40 0.11 0.089
H -1.00490 0.39442 -0.87174 0.13 -0.23 0.10 0.087
H -0.60223 2.34972 1.70659 -0.70 0.32 0.18 0.043